Version i
Computed, not measured: H18KrO9 as an isolated structure, with wB97M-V/def2-TZVPD.

Geometry (Å):
O: -4.01745 1.14739 1.68062
H: 0.91412 4.47409 0.16519
O: 0.25644 -3.22983 1.96302
H: 0.55169 2.98715 -1.36688
H: -3.56485 1.16951 2.52376
H: 2.17673 -0.19183 -2.83615
H: 4.45060 1.44013 0.15271
H: 1.38328 3.45495 1.18163
O: 1.32852 3.61444 0.23940
O: 1.96602 -0.09431 -1.90754
H: 0.22169 -2.83624 -1.17688
O: -2.44713 -1.47059 -1.80234
Kr: -0.19418 0.53614 0.58525
H: -0.56968 2.26911 -2.08720
H: -0.41870 -3.16704 1.28739
H: 3.46974 0.72376 -0.75096
H: 1.19210 0.46882 -1.89491
O: 0.92488 -2.64392 -1.79717
H: 0.90667 -1.69170 -1.89292
O: 4.39899 0.76649 -0.52536
H: -2.42962 -1.72874 -2.72390
H: -4.55019 1.94261 1.67328
O: -1.22763 -1.83736 3.82059
H: -3.37552 -1.47546 -1.56934
H: 0.11108 -4.08447 2.36885
H: -1.21045 -0.89087 3.67879
H: -0.59234 -2.18534 3.19486
O: 0.34528 2.53317 -2.18391

gap between HOMO and LUMO	10.61	eV
molecular weight	245.94	g/mol
HOMO level	-10.67	eV
charge	0

Version ii
Computed, not measured: H18KrO9 as an isolated structure, with wB97M-V/def2-TZVPD.

Geometry (Å):
H: 1.75034 2.26457 3.88603
Kr: -0.90845 -0.25018 0.44284
H: 1.15080 -2.31783 -1.54809
H: -1.89279 -0.12777 -3.14039
O: -1.42343 -2.14262 4.17411
H: -0.17500 4.08664 1.16542
H: 1.18541 0.94974 3.39210
O: 1.34129 1.85519 3.12359
O: 2.44669 -2.47443 -0.43733
H: 1.07172 2.04197 -1.84637
H: 1.16409 3.25974 -2.74103
H: -2.24590 -1.92103 3.73746
O: -4.77617 -0.60624 -1.02718
H: 2.74550 0.02378 -1.48623
H: -4.75284 -1.28427 -0.35193
H: -1.49531 -1.28467 -2.24849
H: -1.21999 -3.02658 3.86843
O: 2.16515 0.46928 -0.86901
H: -0.20000 2.84397 2.02975
H: 3.32919 -2.76909 -0.66230
H: -3.90444 -0.63045 -1.42181
O: -2.24552 -0.90380 -2.70495
H: 2.58357 -1.75936 0.18411
H: 2.75601 0.88093 -0.23840
H: 0.95380 -1.48207 -2.79492
O: 0.60681 -2.24484 -2.33229
O: -0.64004 3.68387 1.89874
O: 0.62944 2.86564 -2.05178

gap between HOMO and LUMO	10.14	eV
molecular weight	245.94	g/mol
HOMO level	-10.58	eV
charge	0

Stability comparison, relative energies in hartree: version i 0.0029; version ii 0.0000

Version i
Computed, not measured: a 2-piece molecular cluster, CHF3O2S overall, with wB97M-V/def2-TZVPD.

Geometry (Å):
F: -1.72294 1.16865 -0.03054
F: 0.36211 1.84372 0.22662
C: -0.59199 0.97427 0.60257
O: 0.89229 -0.71133 -1.89797
F: 1.71712 -1.20146 0.36391
O: -0.47647 -2.20805 -0.39304
H: -0.56406 1.16125 1.73174
S: 0.38393 -1.02705 -0.60329

gap between HOMO and LUMO (alpha / beta)	8.67 / 8.67	eV
molecular weight	134.08	g/mol
HOMO level (alpha / beta)	-10.86 / -10.87	eV
charge	0

Version ii
Computed, not measured: CHF3O2S as an isolated structure, with wB97M-V/def2-TZVPD.

Geometry (Å):
F: -0.85972 -1.68320 2.52854
H: -2.04597 -0.02194 -1.18268
F: -2.49357 -2.55146 1.35378
C: -1.89238 -1.41902 1.75854
S: -0.69319 0.52252 -1.03124
O: -1.57800 -0.62684 0.74121
O: -0.07988 -0.26141 -2.06419
F: -2.83109 -0.88196 2.53519

gap between HOMO and LUMO (alpha / beta)	7.20 / 7.20	eV
molecular weight	134.08	g/mol
HOMO level (alpha / beta)	-10.67 / -10.67	eV
charge	0

Stability comparison, relative energies in hartree: version i 0.0000; version ii 0.0090